Entry 1:
This record from OMol25 describes a cluster of 3 separate species, C17H22BFN2O5 in total. The level of theory is ωB97M-V with the def2-TZVPD basis set.

Properties
**Max |F|**: 0.76 eV/A
**Gap between HOMO and LUMO**: 8.862 eV
**Structure (SMILES)**: COB(O)c1cccc2nc(CC(=O)F)cnc12.CC(C)=O.CC(C)=O
**HOMO**: -8.946 eV

Last column: Mulliken charge in e.
CARTESIAN COORDINATES (ANGSTROEM)
1 C -1.3784 3.8926 -2.0521  -0.614
2 O -2.6903 3.4745 -2.4092  -0.589
3 B -2.9014 2.2000 -2.8482  0.808
4 O -4.0959 1.9363 -3.4651  -0.540
5 C -1.9164 0.9942 -2.6073  0.048
6 C -2.1384 0.1027 -1.5904  -0.834
7 C -1.2885 -1.0045 -1.3739  -0.845
8 C -0.2151 -1.2030 -2.1882  -0.570
9 C 0.0509 -0.3126 -3.2437  0.360
10 N 1.1173 -0.5386 -4.0590  -0.564
11 C 1.2979 0.3088 -5.0272  0.742
12 C 2.4622 0.1041 -5.9592  -1.077
13 C 3.5944 1.0653 -5.7370  0.628
14 O 4.2956 1.5543 -6.5627  -0.490
15 F 3.7753 1.3408 -4.4227  -0.235
16 C 0.4442 1.4271 -5.2202  -0.392
17 N -0.5772 1.6741 -4.4599  -0.395
18 C -0.8037 0.7910 -3.4485  0.893
19 H -0.7616 4.0156 -2.9388  0.254
20 H -1.4607 4.8581 -1.5595  0.262
21 H -0.9119 3.1955 -1.3583  0.287
22 H -4.4592 2.7447 -3.8417  0.302
23 H -2.9932 0.2402 -0.9432  0.475
24 H -1.5145 -1.6745 -0.5611  0.505
25 H 0.4460 -2.0439 -2.0390  0.458
26 H 2.8329 -0.9131 -5.8503  0.360
27 H 2.1401 0.2246 -6.9907  0.320
28 H 0.6446 2.1091 -6.0391  0.461
29 C -3.0494 -0.5133 3.7887  -1.121
30 C -1.9886 -1.0640 2.8650  0.655
31 C -0.7235 -1.5701 3.5078  -0.981
32 O -2.1541 -1.0934 1.6665  -0.468
33 H -3.9067 -0.1826 3.2074  0.292
34 H -3.3658 -1.2834 4.4939  0.323
35 H -2.6502 0.3294 4.3553  0.327
36 H -0.9489 -2.3781 4.2030  0.352
37 H -0.2383 -0.7656 4.0613  0.303
38 H -0.0426 -1.9381 2.7459  0.296
39 C 2.0464 -2.6700 7.3538  -1.140
40 C 2.2562 -2.2446 5.9205  0.856
41 C 3.3464 -1.2319 5.6656  -1.144
42 O 1.5845 -2.6915 5.0209  -0.515
43 H 1.2395 -3.3968 7.4046  0.301
44 H 2.9600 -3.1166 7.7489  0.340
45 H 1.7933 -1.8045 7.9682  0.326
46 H 4.3080 -1.6254 5.9984  0.369
47 H 3.1414 -0.3135 6.2182  0.320
48 H 3.3973 -1.0098 4.6026  0.293

Forces on the atoms, in the same order (eV/Å):
C -0.11 0.27 0.21
O 0.31 -0.02 -0.30
B -0.23 -0.02 -0.03
O 0.26 -0.03 -0.28
C -0.29 0.15 0.29
C -0.02 -0.03 -0.04
C -0.16 0.18 -0.09
C 0.07 -0.28 0.20
C 0.00 0.06 -0.10
N -0.04 -0.07 0.04
C 0.15 0.03 0.02
C -0.29 0.05 -0.07
C 0.46 0.26 -0.44
O -0.38 -0.24 0.61
F 0.02 -0.04 -0.23
C 0.11 0.02 -0.16
N -0.10 0.03 0.04
C 0.12 -0.07 0.02
H 0.08 -0.12 -0.07
H -0.07 0.05 0.04
H 0.07 -0.13 -0.03
H -0.27 0.05 0.25
H -0.03 -0.06 0.12
H 0.08 -0.07 0.09
H 0.10 -0.04 -0.08
H 0.12 -0.03 0.14
H 0.09 0.03 -0.12
H -0.01 0.08 -0.06
C -0.07 0.02 -0.16
C 0.02 0.01 0.05
C -0.12 0.02 -0.28
O -0.04 -0.01 0.01
H 0.00 0.00 0.00
H 0.05 0.03 0.07
H 0.02 -0.05 0.08
H 0.04 0.05 0.10
H -0.02 -0.04 0.10
H 0.03 -0.01 0.01
C -0.12 -0.09 -0.09
C 0.05 0.01 0.03
C -0.07 -0.03 -0.16
O 0.03 -0.03 0.04
H 0.00 0.00 0.00
H 0.03 0.07 0.05
H 0.09 0.01 0.03
H 0.00 0.05 0.08
H 0.06 -0.02 0.07
H 0.00 0.00 0.00



Entry 2:
This record from OMol25 describes the molecule C17H22Cl2N2O6S. The level of theory is ωB97M-V with the def2-TZVPD basis set.

Properties
**Max |F|**: 0.85 eV/A
**Gap between HOMO and LUMO**: 8.669 eV
**Structure (SMILES)**: CC(C)CNS(=O)(=O)c1cc(C(=O)OCC(=O)N2CCOCC2)c(Cl)cc1Cl
**HOMO**: -9.174 eV

Last column: Mulliken charge in e.
CARTESIAN COORDINATES (ANGSTROEM)
1 C -5.3210 -1.5557 2.6239  -1.582
2 C -5.3918 -1.0050 1.2024  0.696
3 C -5.8693 -2.0737 0.2248  -1.408
4 C -4.0139 -0.4821 0.7788  -1.001
5 N -4.0599 0.1238 -0.5312  -0.078
6 S -2.7260 0.0216 -1.4855  1.318
7 O -2.2770 -1.3320 -1.4869  -0.681
8 O -3.0267 0.6708 -2.7215  -0.683
9 C -1.4587 0.9918 -0.6257  -0.378
10 C -0.3450 0.3566 -0.1294  0.159
11 C 0.6764 1.0591 0.5145  -0.820
12 C 1.8207 0.2301 1.0002  0.662
13 O 1.8261 -0.9708 0.9283  -0.634
14 O 2.8321 0.9472 1.4953  -0.302
15 C 3.9638 0.2133 1.9550  -0.820
16 C 4.5876 -0.7354 0.9208  1.023
17 O 4.9255 -1.8508 1.2543  -0.679
18 N 4.7788 -0.2585 -0.3260  -0.008
19 C 4.5527 1.0790 -0.8273  -0.758
20 C 3.5119 1.0255 -1.9556  -0.275
21 O 3.9176 0.1476 -2.9746  -0.430
22 C 4.1169 -1.1587 -2.4743  -0.477
23 C 5.1878 -1.1694 -1.3803  -0.760
24 C 0.5433 2.4472 0.6377  0.806
25 Cl 1.7316 3.4288 1.3844  -0.197
26 C -0.5869 3.0936 0.1506  -0.909
27 C -1.5877 2.3657 -0.4754  0.199
28 Cl -2.9824 3.1571 -1.0630  -0.174
29 H -6.2960 -1.9229 2.9334  0.416
30 H -4.6119 -2.3784 2.6745  0.357
31 H -5.0061 -0.7855 3.3245  0.394
32 H -6.0958 -0.1652 1.1815  0.234
33 H -6.8772 -2.3964 0.4744  0.421
34 H -5.2081 -2.9358 0.2602  0.316
35 H -5.8641 -1.6830 -0.7889  0.360
36 H -3.3146 -1.3155 0.6886  0.503
37 H -3.6291 0.2226 1.5305  0.297
38 H -4.5612 0.9939 -0.6040  0.312
39 H -0.2575 -0.7139 -0.2472  0.698
40 H 4.6892 0.9649 2.2746  0.365
41 H 3.6795 -0.4121 2.8070  0.361
42 H 4.2263 1.7562 -0.0420  0.429
43 H 5.4992 1.4472 -1.2440  0.391
44 H 3.3992 2.0069 -2.4198  0.342
45 H 2.5398 0.7055 -1.5464  0.180
46 H 4.4264 -1.7655 -3.3256  0.356
47 H 3.1752 -1.5525 -2.0647  0.272
48 H 5.2972 -2.1641 -0.9485  0.425
49 H 6.1458 -0.8353 -1.7931  0.286
50 H -0.6829 4.1619 0.2608  0.479

Forces on the atoms, in the same order (eV/Å):
C -0.05 0.27 -0.23
C 0.22 -0.18 -0.08
C -0.03 0.30 0.08
C -0.11 -0.19 0.51
N 0.51 -0.12 -0.67
S -0.20 0.46 0.03
O 0.13 -0.17 0.35
O -0.03 0.10 0.11
C -0.48 -0.36 -0.39
C 0.19 -0.08 0.11
C -0.18 0.16 -0.07
C -0.09 -0.24 0.00
O 0.03 0.06 0.05
O -0.09 0.00 -0.03
C 0.17 -0.53 0.22
C -0.01 0.29 0.28
O 0.02 -0.22 0.29
N 0.05 -0.02 -0.38
C -0.21 0.28 -0.25
C 0.11 0.27 0.29
O 0.01 0.04 -0.17
C 0.28 -0.19 0.15
C -0.21 -0.27 -0.22
C -0.23 -0.40 -0.18
Cl 0.05 0.60 0.12
C -0.15 -0.11 -0.08
C 0.42 -0.09 0.18
Cl -0.25 0.65 0.02
H -0.07 -0.06 0.08
H 0.09 -0.14 0.03
H 0.04 0.04 0.14
H 0.01 0.03 0.01
H -0.09 -0.07 0.00
H 0.09 -0.16 0.00
H -0.06 -0.07 -0.13
H -0.04 -0.07 0.26
H 0.00 -0.09 -0.04
H 0.04 0.20 -0.20
H 0.08 -0.06 0.03
H -0.10 -0.06 -0.05
H 0.10 0.11 -0.18
H 0.06 -0.02 -0.06
H -0.10 0.04 0.04
H -0.03 -0.02 0.08
H 0.08 0.04 -0.06
H -0.03 -0.04 0.08
H 0.06 0.00 -0.03
H 0.04 0.09 -0.08
H -0.03 -0.06 0.00
H -0.01 0.07 0.00



Entry 3:
This record from OMol25 describes a structure of composition C17H22ClNO3S in a non-equilibrium geometry. The level of theory is ωB97M-V with the def2-TZVPD basis set.

Properties
**Max |F|**: 14.38 eV/A
**Gap between HOMO and LUMO**: 7.663 eV
**HOMO**: -7.887 eV

Last column: Mulliken charge in e.
CARTESIAN COORDINATES (ANGSTROEM)
1 O -3.6241 1.5163 -1.2672  -0.618
2 C -2.6766 0.8959 -0.8898  0.893
3 N -2.6737 -0.4359 -0.4871  0.156
4 H -1.6223 -0.8136 -0.2227  0.128
5 C -3.3844 -1.4706 -0.9429  -0.750
6 H -4.2787 -0.6980 -1.2038  0.423
7 H -3.7062 -1.7170 0.0602  0.463
8 C -2.9836 -2.4142 -1.8601  -1.317
9 C -2.5223 -1.6136 -3.0490  0.153
10 C -3.4156 -1.0477 -4.0368  0.211
11 C -3.1814 -0.2133 -4.9994  -1.367
12 C -1.5628 -0.3804 -5.3351  -0.799
13 C -0.6444 -0.2144 -4.3174  -0.374
14 C -1.1568 -1.2779 -3.2218  0.016
15 H -0.5885 -2.3351 -3.6865  0.281
16 H -0.5520 -1.0099 -2.2562  -0.061
17 H 0.3787 0.0083 -4.5172  0.486
18 H -1.0390 0.8947 -3.6978  -0.008
19 H -1.4693 -1.3286 -5.9390  0.325
20 H -1.3363 0.6177 -6.1363  0.228
21 H -3.3140 0.7359 -4.9398  0.535
22 H -3.6629 -0.3956 -5.8879  0.432
23 H -4.5756 -1.1659 -3.7503  0.109
24 H -3.8245 -2.8134 -2.0698  0.627
25 H -2.2545 -3.1227 -1.3705  0.289
26 C -1.3880 1.7168 -0.5584  -0.861
27 C -0.4013 1.4016 0.6140  -0.422
28 H -1.2924 0.9131 1.6090  0.331
29 H 0.0811 2.3644 1.1532  0.393
30 S 0.7510 0.2171 0.2993  1.539
31 O 0.0587 -1.2266 0.3706  -0.792
32 O 1.5246 0.4567 -0.8106  -0.637
33 C 1.8037 0.2145 1.7684  -0.241
34 C 3.0674 1.0361 1.6692  -0.758
35 C 3.8583 1.1286 2.8189  -0.454
36 C 3.3176 0.3510 4.0547  0.495
37 C 2.4046 -0.6806 3.9654  -0.726
38 C 1.5205 -0.3118 2.8886  0.207
39 H 0.6972 -1.2202 2.8944  0.185
40 H 2.1668 -1.0149 5.0270  0.282
41 Cl 4.5171 0.5876 5.2186  -0.189
42 H 4.6518 2.0006 2.9853  0.253
43 H 3.2406 1.6570 0.8883  0.485
44 H -1.4949 2.8309 -0.5412  0.247
45 H -0.6260 1.5413 -1.2534  0.204

Forces on the atoms, in the same order (eV/Å):
O -1.31 0.30 -1.10
C 1.50 -0.63 2.13
N 10.08 3.82 1.18
H -2.77 1.59 -0.39
C -8.03 4.91 4.28
H 0.45 -2.84 -0.72
H -1.01 -2.46 -0.04
C 6.71 0.44 -1.36
C -3.84 2.04 -4.53
C -3.55 -7.30 11.87
C 7.50 -0.44 -6.00
C -3.28 3.16 -7.88
C -2.92 2.83 7.30
C 7.96 -1.86 -0.44
H -1.22 2.35 1.67
H -1.30 -0.95 -1.41
H 0.76 -0.83 0.04
H 1.25 -2.65 -1.77
H 0.14 0.85 0.59
H -0.72 -3.00 1.57
H -1.07 6.40 1.56
H -1.23 -1.13 -2.36
H 2.38 -0.25 -0.58
H -5.46 -3.88 -1.88
H -0.44 0.54 -1.06
C 1.31 0.79 1.05
C -5.38 1.96 5.36
H 3.34 1.22 -2.74
H -0.94 -2.28 -1.59
S -2.72 -8.59 5.50
O 1.93 5.15 -0.44
O 2.55 1.55 -4.02
C 3.54 4.92 -4.86
C -1.25 -2.06 4.25
C -2.67 0.60 0.67
C 3.78 0.58 -4.06
C 0.17 4.73 2.24
C -3.86 -9.34 4.29
H 1.05 2.94 -0.42
H -0.32 -0.59 -1.96
Cl 0.33 -0.31 2.13
H -1.68 -2.47 -0.50
H 0.61 1.40 -2.64
H -0.71 -1.17 -0.16
H 0.34 -0.03 -2.76



Entry 4:
This record from OMol25 describes a cluster of 4 separate species, C17H22F4O11 in total in a non-equilibrium geometry. The level of theory is ωB97M-V with the def2-TZVPD basis set.

Properties
**Max |F|**: 4.75 eV/A
**Gap between HOMO and LUMO**: 8.846 eV
**Structure (SMILES)**: O=C1C=CC(=O)C(C(F)(F)C(F)F)=C1.COC(=O)OC.COC(=O)OC.COC(=O)OC
**HOMO**: -10.685 eV

Last column: Mulliken charge in e.
CARTESIAN COORDINATES (ANGSTROEM)
1 O -1.5976 1.8653 5.3184  -0.537
2 C -2.5075 2.4699 4.7129  0.354
3 C -2.1791 3.5413 3.5589  -0.091
4 C -3.0595 4.6257 3.3596  -0.513
5 C -4.3232 4.7036 4.3494  0.414
6 O -4.7856 5.8062 4.7437  -0.511
7 C -4.9972 3.3018 4.7803  0.097
8 C -6.5845 3.1273 4.9768  0.716
9 F -7.0513 3.7461 6.1662  -0.275
10 F -6.7927 1.7109 5.1769  -0.296
11 C -7.4138 3.5068 3.6657  0.132
12 F -7.1416 4.7947 3.1471  -0.232
13 F -8.7994 3.4832 4.0001  -0.252
14 C -4.0794 2.2257 4.9738  -0.343
15 H -1.2463 3.3793 2.9200  0.361
16 H -2.8762 5.4174 2.5606  0.350
17 H -7.1730 2.7001 2.8793  0.262
18 H -4.4106 1.1824 5.3120  0.369
19 C -0.4574 -0.2116 2.7375  -0.557
20 O 0.1094 0.5147 1.6472  -0.309
21 C 0.3021 -0.2182 0.5371  0.754
22 O 0.0417 -1.3884 0.4069  -0.543
23 O 0.8354 0.5811 -0.4013  -0.306
24 C 1.0964 -0.0694 -1.6456  -0.587
25 H -0.5673 0.4773 3.5755  0.088
26 H -1.4457 -0.5949 2.4730  0.316
27 H 0.2033 -1.0254 3.0439  0.327
28 H 0.1709 -0.4472 -2.0851  0.304
29 H 1.8196 -0.8772 -1.5139  0.259
30 H 1.5242 0.6673 -2.3261  0.246
31 C 6.8909 -4.4169 -2.0740  -0.640
32 O 5.8975 -3.3967 -1.9887  -0.250
33 C 5.9994 -2.6192 -0.8976  0.709
34 O 6.8312 -2.7207 -0.0305  -0.541
35 O 5.0126 -1.7092 -0.9419  -0.228
36 C 4.9973 -0.8077 0.1641  -0.643
37 H 6.7119 -4.9803 -2.9904  0.202
38 H 7.8899 -3.9788 -2.1272  0.296
39 H 6.8140 -5.1016 -1.2266  0.296
40 H 5.9206 -0.2255 0.2004  0.309
41 H 4.8448 -1.3486 1.1005  0.328
42 H 4.1620 -0.1206 0.0235  0.165
43 C 2.8191 -3.4831 -5.3049  -0.592
44 O 1.6679 -3.4247 -6.1465  -0.313
45 C 0.9515 -2.2964 -6.0211  0.795
46 O 1.2030 -1.3760 -5.2827  -0.529
47 O -0.0938 -2.3714 -6.8611  -0.325
48 C -0.9491 -1.2303 -6.8337  -0.611
49 H 3.3188 -4.4344 -5.4901  0.235
50 H 3.5136 -2.6752 -5.5451  0.277
51 H 2.5298 -3.4436 -4.2525  0.278
52 H -0.4042 -0.3328 -7.1347  0.284
53 H -1.3880 -1.1013 -5.8420  0.283
54 H -1.7548 -1.4008 -7.5483  0.220

Forces on the atoms, in the same order (eV/Å):
O -3.23 1.75 -1.94
C 1.04 -0.23 0.11
C -1.82 1.22 0.11
C 0.93 -2.57 1.27
C -1.26 2.40 0.23
O 1.69 -4.18 -1.48
C 2.46 -1.47 0.16
C 0.91 -0.65 1.32
F 0.94 -1.05 -2.76
F 0.11 2.70 -0.53
C -1.23 0.26 0.11
F -0.25 -2.52 1.21
F 2.74 -0.03 -0.73
C -1.25 1.98 -0.35
H -1.36 0.25 1.20
H -0.44 -1.05 1.47
H -0.57 1.41 1.07
H 0.59 1.78 -0.47
C -0.16 -0.13 0.43
O 0.07 -0.07 -0.37
C 0.06 0.10 -0.10
O 0.08 0.44 0.08
O -0.17 -0.12 0.46
C 0.13 -0.18 -0.51
H 0.16 0.09 -0.25
H 0.18 -0.12 -0.05
H -0.16 -0.01 -0.15
H 0.14 -0.10 0.12
H -0.20 -0.02 0.01
H -0.08 0.09 0.28
C 0.28 -0.34 -0.08
O -0.09 0.29 0.25
C -0.08 0.03 -0.04
O -0.31 0.03 -0.34
O 0.23 -0.32 -0.12
C -0.08 0.33 0.33
H -0.19 0.23 0.06
H -0.11 -0.05 0.17
H 0.11 0.18 -0.01
H -0.04 -0.19 0.08
H 0.18 0.03 -0.09
H 0.03 -0.21 -0.22
C 0.39 -0.08 0.26
O -0.32 0.33 -0.06
C 0.00 -0.19 -0.10
O -0.11 -0.27 -0.21
O 0.35 -0.07 0.22
C -0.30 0.32 -0.05
H -0.26 0.06 -0.16
H -0.16 0.01 0.14
H 0.05 0.16 -0.12
H -0.02 -0.08 0.19
H 0.17 0.07 -0.06
H 0.21 -0.23 0.03



Entry 5:
This record from OMol25 describes the molecule C17H22N2O4S. The level of theory is ωB97M-V with the def2-TZVPD basis set.

Properties
**Max |F|**: 0.95 eV/A
**Gap between HOMO and LUMO**: 8.322 eV
**Structure (SMILES)**: CCOc1cc2[nH]c(=S)n(C[C@H]3CCCO3)c(=O)c2cc1OCC
**HOMO**: -7.928 eV

Last column: Mulliken charge in e.
CARTESIAN COORDINATES (ANGSTROEM)
1 C 4.3154 0.7020 4.4188  -1.430
2 C 3.4103 1.0753 3.2555  -0.416
3 O 2.4342 0.0561 3.1358  -0.357
4 C 1.4799 0.1418 2.1747  1.518
5 C 1.4201 1.1850 1.2613  -0.437
6 C 0.4416 1.2212 0.2731  -0.681
7 N 0.3736 2.2450 -0.6379  -0.099
8 C -0.5610 2.3299 -1.6219  0.161
9 S -0.5276 3.6410 -2.6197  -0.334
10 N -1.4793 1.3217 -1.7155  0.177
11 C -2.4925 1.4030 -2.7536  -1.884
12 C -1.9716 0.9716 -4.1382  0.544
13 C -1.4740 -0.4877 -4.1602  -0.527
14 C -2.1686 -1.0770 -5.3884  -0.559
15 C -3.4396 -0.2332 -5.4391  -0.462
16 O -3.0252 1.0697 -5.0820  -0.464
17 C -1.5302 0.2253 -0.8481  0.915
18 O -2.3848 -0.6257 -0.9782  -0.670
19 C -0.5022 0.1972 0.1887  0.137
20 C -0.4510 -0.8428 1.1126  -1.013
21 C 0.5120 -0.8965 2.1069  0.259
22 O 0.4358 -1.9854 2.9086  -0.457
23 C 1.1268 -2.0703 4.1456  -0.106
24 C 0.5878 -3.2951 4.8691  -1.434
25 H 3.7343 0.6240 5.3336  0.319
26 H 4.7918 -0.2555 4.2277  0.319
27 H 5.0813 1.4612 4.5467  0.436
28 H 3.9944 1.1475 2.3283  0.389
29 H 2.9241 2.0413 3.4471  0.381
30 H 2.1411 1.9857 1.2969  0.412
31 H 1.0351 3.0092 -0.5980  0.315
32 H -2.8480 2.4336 -2.8237  0.451
33 H -3.3142 0.7483 -2.4574  0.419
34 H -1.1916 1.6741 -4.4557  0.271
35 H -0.3890 -0.5460 -4.2228  0.358
36 H -1.8034 -1.0085 -3.2618  0.181
37 H -2.3731 -2.1402 -5.2906  0.354
38 H -1.5738 -0.9049 -6.2860  0.251
39 H -3.8948 -0.1728 -6.4283  0.330
40 H -4.1824 -0.6118 -4.7219  0.259
41 H -1.1819 -1.6328 1.0526  0.522
42 H 0.9496 -1.1678 4.7411  0.349
43 H 2.2038 -2.1736 3.9747  0.228
44 H 0.7506 -4.1829 4.2646  0.328
45 H 1.0954 -3.4132 5.8221  0.412
46 H -0.4792 -3.1870 5.0427  0.339

Forces on the atoms, in the same order (eV/Å):
C -0.32 0.00 -0.32
C 0.32 0.24 0.11
O -0.25 -0.18 -0.15
C -0.11 -0.07 -0.06
C 0.06 0.06 0.01
C -0.35 -0.75 0.26
N -0.05 0.01 -0.08
C 0.40 0.44 0.09
S 0.04 0.49 -0.29
N 0.20 0.02 0.07
C -0.60 0.06 -0.73
C 0.44 0.11 0.38
C -0.06 0.05 -0.04
C -0.13 0.22 -0.01
C -0.04 -0.34 -0.10
O -0.11 0.22 0.03
C -0.06 -0.22 0.17
O 0.04 -0.07 0.14
C 0.41 0.25 0.21
C 0.30 0.13 0.20
C -0.20 0.23 -0.31
O 0.03 -0.18 -0.10
C 0.15 -0.24 0.57
C 0.05 0.35 -0.33
H -0.02 0.01 0.11
H 0.09 -0.08 0.00
H 0.09 0.07 0.03
H -0.13 0.03 0.06
H 0.02 -0.10 -0.10
H 0.11 0.06 0.06
H -0.20 -0.11 -0.12
H 0.06 -0.16 0.10
H 0.14 0.10 -0.04
H -0.13 -0.16 0.09
H 0.03 -0.02 0.03
H 0.05 -0.03 0.00
H 0.01 -0.07 -0.03
H -0.03 -0.04 -0.04
H -0.03 -0.05 0.06
H 0.02 0.00 -0.08
H -0.08 -0.10 0.01
H 0.05 -0.08 -0.10
H -0.19 0.07 0.04
H 0.02 -0.13 -0.02
H 0.05 -0.03 0.11
H -0.10 -0.02 0.06



| no. | lowest unoccupied orbital energy (eV) |
| --- | --- |
| 1 | -0.1 |
| 2 | -0.5 |
| 3 | -0.2 |
| 4 | -1.8 |
| 5 | 0.4 |